No. 1
Molecular formula: C18H64O14
Method: DFT, wB97M-V/def2-TZVPD

Bonds (Å) are listed after each position.
Element x y z (Å)
1 O -29.34 -10.19 16.43  H2 0.957, H3 0.957
2 H -29.52 -10.44 17.34  O1 0.957
3 H -30.21 -10.00 16.07  O1 0.957
4 O -29.63 -10.24 19.31  H5 0.957, H6 0.957
5 H -30.39 -10.72 19.64  O4 0.957
6 H -28.89 -10.57 19.82  O4 0.957
7 O -27.60 -9.19 14.68  H8 0.957, H9 0.957
8 H -28.10 -9.62 15.38  O7 0.957
9 H -26.80 -9.71 14.62  O7 0.957
10 O -25.58 -8.01 16.70  H11 0.957, H12 0.957
11 H -25.39 -7.07 16.65  O10 0.957
12 H -26.46 -8.07 17.08  O10 0.957
13 O -22.41 -10.51 14.12  H14 0.957, H15 0.957
14 H -22.55 -9.57 14.20  O13 0.957
15 H -21.59 -10.67 14.59  O13 0.957
16 O -28.05 -8.41 17.95  H17 0.957, H18 0.957
17 H -28.49 -8.79 18.71  O16 0.957
18 H -28.39 -8.91 17.20  O16 0.957
19 O -23.28 -8.11 15.14  H20 0.957, H21 0.957
20 H -24.12 -8.17 15.59  O19 0.957
21 H -22.76 -7.53 15.69  O19 0.957
22 O -24.24 -8.51 19.25  H23 0.957, H24 0.957
23 H -23.33 -8.40 18.98  O22 0.957
24 H -24.76 -8.27 18.48  O22 0.957
25 C -24.49 -13.13 13.23  C26 1.541, H29 1.090, H30 1.090, H31 1.090
26 C -25.69 -12.17 13.24  C25 1.541, C27 1.514, O28 1.413, H32 1.090
27 C -27.06 -12.68 13.63  C26 1.514, H33 1.090, H34 1.090, H35 1.090
28 O -25.46 -11.01 14.02  C26 1.413, H36 0.960
29 H -23.58 -12.63 12.88  C25 1.090
30 H -24.79 -13.95 12.58  C25 1.090
31 H -24.21 -13.39 14.25  C25 1.090
32 H -25.73 -11.77 12.23  C26 1.090
33 H -27.24 -12.75 14.70  C27 1.090
34 H -27.20 -13.65 13.15  C27 1.090
35 H -27.87 -12.03 13.29  C27 1.090
36 H -24.53 -10.96 14.26  O28 0.960
37 C -26.47 -11.07 17.72  C38 1.529, H41 1.090, H42 1.090, H43 1.090
38 C -25.50 -12.24 17.53  C37 1.529, C39 1.544, O40 1.415, H44 1.090
39 C -24.13 -11.71 17.06  C38 1.544, H45 1.090, H46 1.090, H47 1.090
40 O -25.34 -12.93 18.76  C38 1.415, H48 0.960
41 H -27.43 -11.45 18.06  C37 1.090
42 H -26.61 -10.46 16.83  C37 1.090
43 H -26.11 -10.42 18.51  C37 1.090
44 H -25.84 -12.97 16.80  C38 1.090
45 H -23.71 -11.16 17.90  C39 1.090
46 H -24.15 -11.09 16.16  C39 1.090
47 H -23.42 -12.52 16.87  C39 1.090
48 H -25.35 -12.30 19.49  O40 0.960
49 C -22.51 -11.66 20.87  C50 1.555, H53 1.090, H54 1.090, H55 1.090
50 C -23.83 -11.30 21.60  C49 1.555, C51 1.521, O52 1.429, H56 1.090
51 C -23.74 -10.13 22.57  C50 1.521, H57 1.090, H58 1.090, H59 1.090
52 O -24.79 -10.86 20.64  C50 1.429, H60 0.960
53 H -22.54 -12.69 20.49  C49 1.090
54 H -21.64 -11.59 21.53  C49 1.090
55 H -22.44 -10.95 20.05  C49 1.090
56 H -24.27 -12.14 22.13  C50 1.090
57 H -24.71 -10.14 23.06  C51 1.090
58 H -23.66 -9.16 22.07  C51 1.090
59 H -23.04 -10.13 23.41  C51 1.090
60 H -24.36 -10.11 20.21  O52 0.960
61 C -27.39 -8.70 22.07  C62 1.517, H65 1.090, H66 1.090, H67 1.090
62 C -27.82 -10.14 22.25  C61 1.517, C63 1.558, O64 1.406, H68 1.090
63 C -29.32 -10.37 22.62  C62 1.558, H69 1.090, H70 1.090, H71 1.090
64 O -27.58 -10.79 21.02  C62 1.406, H72 0.960
65 H -27.45 -8.16 23.01  C61 1.090
66 H -28.01 -8.26 21.28  C61 1.090
67 H -26.36 -8.66 21.72  C61 1.090
68 H -27.18 -10.66 22.97  C62 1.090
69 H -29.41 -11.41 22.94  C63 1.090
70 H -30.06 -10.17 21.84  C63 1.090
71 H -29.53 -9.79 23.51  C63 1.090
72 H -26.63 -10.79 20.93  O64 0.960
73 C -27.43 -15.49 16.33  C74 1.558, H77 1.090, H78 1.090, H79 1.090
74 C -28.52 -15.56 17.44  C73 1.558, C75 1.511, O76 1.400, H80 1.090
75 C -29.01 -14.23 17.97  C74 1.511, H81 1.090, H82 1.090, H83 1.090
76 O -29.59 -16.22 16.84  C74 1.400, H84 0.960
77 H -26.47 -15.04 16.60  C73 1.090
78 H -27.83 -14.89 15.51  C73 1.090
79 H -27.18 -16.47 15.93  C73 1.090
80 H -28.15 -16.22 18.22  C74 1.090
81 H -29.41 -13.57 17.20  C75 1.090
82 H -28.22 -13.68 18.47  C75 1.090
83 H -29.83 -14.40 18.67  C75 1.090
84 H -29.36 -16.74 16.06  O76 0.960
85 C -21.32 -14.44 17.91  C86 1.574, H89 1.090, H90 1.090, H91 1.090
86 C -22.59 -15.33 18.16  C85 1.574, C87 1.539, O88 1.439, H92 1.090
87 C -22.20 -16.79 18.45  C86 1.539, H93 1.090, H94 1.090, H95 1.090
88 O -23.34 -14.73 19.24  C86 1.439, H96 0.960
89 H -20.97 -14.59 16.89  C85 1.090
90 H -20.44 -14.60 18.54  C85 1.090
91 H -21.53 -13.37 17.90  C85 1.090
92 H -23.16 -15.44 17.24  C86 1.090
93 H -23.10 -17.38 18.62  C87 1.090
94 H -21.60 -16.73 19.36  C87 1.090
95 H -21.61 -17.25 17.65  C87 1.090
96 H -24.00 -14.14 18.86  O88 0.960

The total charge is +1. Its HOMO energy (alpha / beta) is -11.80 / -11.80 eV. Its spin multiplicity is 2. For the energy above the lowest of the compared OMol25 structures with the same formula, charge and spin, the calculation gives 0.000 eV. The value obtained for the total energy is -48360.663 eV. The value obtained for the largest force on an atom is 0.05411 hartree/bohr. Its expectation value of S² is 0.754. The calculation puts the LUMO energy (alpha / beta) at -2.4 / -9.1 eV. For the orbital gap (alpha / beta), the calculation gives 0.346 / 0.098 hartree.

---

No. 2
Molecular formula: C3H5F
Method: DFT, wB97M-V/def2-TZVPD

Bonds (Å) are listed after each position.
Element x y z (Å)
1 C 2.45 -0.61 -0.63  C2 1.220, H5 1.023
2 C 1.57 -1.38 -0.29  C1 1.220, F4 1.283
3 C -1.59 0.86 0.31  H6 1.012, H7 1.144, H8 1.024, H9 1.052
4 F 0.83 -2.37 0.05  C2 1.283
5 H 3.16 0.11 -0.81  C1 1.023
6 H -2.05 1.53 0.91  C3 1.012
7 H -1.60 -0.16 0.82  C3 1.144
8 H -2.20 0.92 -0.51  C3 1.024
9 H -0.58 1.10 0.15  C3 1.052

Its HOMO energy (alpha / beta) is -5.20 / -10.97 eV. Its spin multiplicity is 3. For the energy above the lowest of the compared OMol25 structures with the same formula, charge and spin, the calculation gives 3.103 eV. The value obtained for the total energy is -5900.554 eV. The value obtained for the largest force on an atom is 0.18038 hartree/bohr. Its expectation value of S² is 2.003. The calculation puts the LUMO energy (alpha / beta) at 1.1 / -2.9 eV. For the orbital gap (alpha / beta), the calculation gives 0.231 / 0.295 hartree.

---

No. 3
Molecular formula: C3H7I3Si
Method: DFT, wB97M-V/def2-TZVPD

Bonds (Å) are listed after each position.
Element x y z (Å)
1 C 0.92 1.25 -0.14  C3 1.519, H8 1.085, H9 1.088, H10 1.088
2 C 0.98 -1.28 -0.04  C3 1.508, H11 1.089, H12 1.089, H13 1.090
3 C 0.32 -0.02 0.45  C1 1.519, C2 1.508, Si4 2.092, H14 1.096
4 Si -1.73 0.06 0.03  C3 2.092, I5 2.464, I6 2.478, I7 2.486
5 I -2.83 2.19 0.59  Si4 2.464
6 I -1.99 -0.42 -2.39  Si4 2.478
7 I -2.77 -1.79 1.31  Si4 2.486
8 H 0.92 1.21 -1.23  C1 1.085
9 H 0.36 2.13 0.16  C1 1.088
10 H 1.94 1.39 0.19  C1 1.088
11 H 0.89 -1.38 -1.12  C2 1.089
12 H 0.57 -2.16 0.45  C2 1.089
13 H 2.05 -1.23 0.20  C2 1.090
14 H 0.37 0.04 1.55  C3 1.096

As for the structure (SMILES): CC(C)[Si](I)(I)I. Its HOMO energy is -9.57 eV. For the energy above the lowest of the compared OMol25 structures with the same formula, charge and spin, the calculation gives 0.000 eV. The value obtained for the total energy is -35407.478 eV. The value obtained for the largest force on an atom is 0.04310 hartree/bohr. The calculation puts the LUMO energy at -0.5 eV. For the orbital gap, the calculation gives 0.334 hartree.

---

Among the records above, which one has the highest largest force on an atom? C3H5F

---

largest force on an atom of number 1 (C18H64O14)? 0.05411 hartree/bohr

---

Which formula does entry 2 have? C3H5F

---

What is the energy above the lowest of the compared OMol25 structures with the same formula, charge and spin in the third record? 0.000 eV